# C21H46NO2P2Re

A structure of composition C21H46NO2P2Re in a non-equilibrium geometry (the ωB97M-V functional and the def2-TZVPD basis, the Open Molecules 2025 dataset).

## Properties
* <S²>: 3.793
* frontier orbital gap (spin up / spin down): 7.5 / 5.6 eV
* 2S+1: 4
* E: -48783.4168 eV
* net charge: +3
* energy above the lowest of the compared OMol25 structures with the same formula, charge and spin: 137.1 kJ/mol

Each line ends with the Mulliken charge.
Atoms and positions in Å:
Re1 0.00 0.00 0.00  1.249
P1 0.21 -2.23 -0.32  0.126
P2 0.21 2.25 -0.04  0.046
N1 1.88 0.06 -0.88  -0.143
C1 1.86 -2.36 -1.18  -1.266
H1 2.36 -3.32 -0.99  0.478
H2 1.66 -2.27 -2.27  0.529
C2 2.67 -1.15 -0.72  -0.501
H3 3.01 -1.32 0.34  -0.109
H4 3.61 -1.09 -1.32  0.711
C3 2.67 1.23 -0.57  -0.655
H5 3.61 1.25 -1.18  0.689
H6 3.01 1.27 0.50  -0.018
C4 1.86 2.49 -0.88  -1.222
H7 1.66 2.54 -1.96  0.535
H8 2.36 3.42 -0.57  0.464
C5 0.42 3.10 1.62  0.856
C6 -0.70 2.76 2.61  -1.357
H9 -0.43 3.10 3.62  0.531
H10 -0.89 1.67 2.66  0.057
H11 -1.65 3.26 2.33  0.246
C7 -1.00 3.22 -1.11  0.759
C8 -2.39 3.31 -0.46  -1.341
H12 -3.13 3.66 -1.21  0.473
H13 -2.39 4.04 0.37  0.295
H14 -2.73 2.34 -0.07  0.267
C9 -1.00 -3.05 -1.50  0.818
C10 -2.39 -3.23 -0.87  -1.357
H15 -3.13 -3.48 -1.65  0.474
H16 -2.73 -2.31 -0.36  0.273
H17 -2.39 -4.05 -0.14  0.299
C11 0.42 -3.28 1.22  1.172
C12 -0.70 -3.06 2.24  -1.293
H18 -0.43 -3.53 3.20  0.537
H19 -1.65 -3.52 1.91  0.305
H20 -0.89 -1.99 2.43  0.147
C13 -1.66 -0.04 0.65  1.025
C14 -0.52 4.58 -1.63  -1.327
H21 -0.48 5.33 -0.82  0.282
H22 0.48 4.52 -2.09  0.335
H23 -1.22 4.95 -2.40  0.457
C15 -0.52 -4.34 -2.19  -1.340
H24 -1.22 -4.61 -3.00  0.461
H25 0.48 -4.23 -2.64  0.345
H26 -0.48 -5.19 -1.48  0.283
C16 0.69 -4.77 0.98  -1.464
H27 1.03 -5.24 1.92  0.420
H28 -0.23 -5.29 0.67  0.346
H29 1.47 -4.95 0.22  0.337
C17 0.69 4.61 1.57  -1.430
H30 -0.23 5.17 1.32  0.358
H31 1.03 4.96 2.56  0.412
H32 1.47 4.88 0.84  0.329
H33 1.34 2.60 1.98  -0.036
H34 1.34 -2.82 1.64  -0.375
H35 -1.08 2.54 -1.98  0.349
H36 -1.08 -2.27 -2.28  0.254
O1 -2.73 -0.07 1.14  -0.423
H37 -0.37 -0.10 -3.08  0.237
H38 -1.08 0.09 -2.77  -0.071
C18 1.05 -1.03 4.23  -0.475
C19 2.42 -0.96 3.59  -0.890
C20 2.23 -0.01 2.41  -1.457
O2 0.86 -0.22 1.98  0.889
C21 0.23 -0.16 3.29  -1.460
H39 0.73 -2.09 4.25  0.038
H40 1.02 -0.65 5.27  0.461
H41 2.66 -1.97 3.19  0.188
H42 3.24 -0.67 4.28  0.487
H43 2.37 1.02 2.79  0.529
H44 3.11 -0.19 1.84  0.737
H45 -0.87 -0.28 3.38  0.591
H46 0.44 0.82 3.78  0.521

=====

# C21H46NOP3RuS

A structure of composition C21H46NOP3RuS in a non-equilibrium geometry (the ωB97M-V functional and the def2-TZVPD basis, the Open Molecules 2025 dataset).

## Properties
* <S²>: 8.775
* frontier orbital gap (spin up / spin down): 7.7 / 2.8 eV
* 2S+1: 6
* E: -67313.3807 eV
* net charge: +3
* energy above the lowest of the compared OMol25 structures with the same formula, charge and spin: 29.8 kJ/mol

Each line ends with the Mulliken charge.
Atoms and positions in Å:
Ru1 0.15 0.83 -1.33  -0.204
P1 -1.76 -0.52 -1.18  0.751
P2 1.14 -1.20 -1.72  1.372
P3 -0.12 1.06 -3.52  1.378
H1 1.67 3.70 -0.86  0.409
C1 0.80 3.04 -1.08  -0.303
C2 -0.36 3.12 -0.41  -0.179
H2 -0.47 3.82 0.43  0.343
C3 -2.00 -1.37 0.43  -0.692
C4 -2.17 -1.88 -2.37  -0.796
C5 -3.30 0.47 -1.32  -1.368
C6 2.84 -0.91 -1.13  -1.186
C7 0.86 -2.86 -0.99  -0.627
C8 1.40 -1.82 -3.44  -1.511
C9 -1.26 2.49 -3.51  -1.185
C10 -0.82 0.16 -4.91  -1.772
C11 1.53 1.67 -4.05  -1.187
H3 0.92 2.60 -2.06  -0.310
H4 -1.29 2.61 -0.62  -0.107
H5 -1.79 -0.68 1.26  0.065
H6 -1.30 -2.20 0.54  0.070
H7 -3.05 -1.71 0.50  0.574
H8 -1.61 -2.79 -2.15  0.291
H9 -1.94 -1.59 -3.40  0.102
H10 -3.25 -2.09 -2.28  0.487
H11 -3.31 1.25 -0.55  0.306
H12 -4.17 -0.20 -1.21  0.538
H13 -3.35 0.97 -2.30  0.333
H14 3.52 -1.70 -1.48  0.477
H15 2.81 -0.90 -0.03  0.195
H16 3.18 0.07 -1.49  0.302
H17 1.68 -3.53 -1.29  0.557
H18 -0.07 -3.34 -1.31  0.506
H19 0.86 -2.82 0.10  -0.450
H20 2.12 -2.64 -3.42  0.593
H21 1.80 -1.05 -4.10  0.429
H22 0.47 -2.19 -3.87  0.302
H23 -0.75 3.36 -3.93  0.414
H24 -1.61 2.70 -2.49  0.358
H25 -2.15 2.24 -4.11  0.467
H26 -0.71 0.83 -5.77  0.497
H27 -1.89 -0.03 -4.77  0.497
H28 -0.30 -0.77 -5.13  0.410
H29 1.32 2.60 -4.59  0.471
H30 1.99 0.92 -4.70  0.483
H31 2.19 1.92 -3.21  0.383
C12 -1.09 2.18 3.06  0.752
C13 -0.31 1.65 2.02  0.610
C14 1.04 1.97 1.91  0.284
C15 1.60 2.91 2.78  -0.805
C16 0.86 3.43 3.82  -0.858
C17 -0.48 3.07 3.97  -0.482
S1 -2.81 1.70 3.16  -0.077
H32 -3.05 1.98 4.43  0.221
H33 -0.80 1.01 1.27  -1.268
H34 1.59 1.56 1.06  0.316
H35 2.62 3.23 2.57  0.498
H36 1.29 4.13 4.54  0.463
H37 -1.11 3.43 4.77  0.408
C18 0.72 -2.37 5.43  -0.763
N1 1.06 -1.90 4.10  0.228
C19 1.49 -0.53 3.95  -0.779
C20 0.79 -2.54 2.94  0.597
C21 0.20 -3.92 3.02  -1.497
O1 1.03 -1.95 1.88  -0.560
H38 0.99 -1.58 6.13  0.312
H39 1.28 -3.28 5.67  0.343
H40 -0.36 -2.57 5.51  0.358
H41 2.41 -0.47 3.34  0.307
H42 0.72 0.07 3.46  0.385
H43 1.69 -0.09 4.93  0.365
H44 -0.77 -3.88 3.52  0.411
H45 0.07 -4.30 2.01  0.286
H46 0.88 -4.59 3.56  0.464